Here is a 11-piece molecular cluster, C31H82NO11 overall from the OMol25 dataset. Energies are from wB97M-V/def2-TZVPD.

Each atom is followed by the atoms it is bonded to, with distances in Å.
Cartesian coordinates (Å):
1 C -1.09 -3.90 -0.56  C2 1.532, H24 1.084, H25 1.083, H26 1.084
2 C -0.96 -4.02 -2.08  C1 1.532, C3 1.522, H27 1.091, H28 1.082
3 C -2.09 -3.32 -2.83  C2 1.522, C4 1.547, H29 1.083, H30 1.086
4 C -2.12 -1.78 -2.70  C3 1.547, C5 1.538, H31 1.086, H32 1.086
5 C -0.75 -1.10 -2.49  C4 1.538, C6 1.549, H33 1.081, H34 1.088
6 C -0.67 0.25 -3.25  C5 1.549, C7 1.523, H35 1.090, H36 1.087
7 C 0.13 1.34 -2.55  C6 1.523, C8 1.535, H37 1.089, H38 1.088
8 C 1.63 1.02 -2.44  C7 1.535, C9 1.543, H39 1.087, H40 1.088
9 C 2.06 0.41 -1.09  C8 1.543, C10 1.518, H41 1.083, H42 1.082
10 C 1.93 1.44 0.02  C9 1.518, C11 1.536, H43 1.087, H44 1.089
11 C 2.15 1.02 1.48  C10 1.536, C12 1.546, C14 1.564, C23 1.546
12 C 3.62 0.70 1.81  C11 1.546, C13 1.532, H45 1.088, H46 1.088
13 C 4.19 -0.55 1.14  C12 1.532, H47 1.085, H48 1.082, H49 1.082
14 C 1.82 2.27 2.35  C11 1.564, C15 1.536, H50 1.086, H51 1.085
15 C 0.34 2.57 2.63  C14 1.536, C16 1.530, C17 1.544, N18 1.477
16 C -0.16 3.72 1.75  C15 1.530, H52 1.083, H53 1.083, H54 1.083
17 C 0.21 3.11 4.07  C15 1.544, H55 1.084, H56 1.082, H57 1.084
18 N -0.54 1.40 2.44  C15 1.477, O19 1.287, C20 1.473
19 O -1.22 1.39 1.34  N18 1.287
20 C 0.05 0.10 2.78  N18 1.473, C21 1.534, C22 1.528, C23 1.547
21 C -1.01 -0.97 2.47  C20 1.534, H58 1.084, H59 1.085, H60 1.076
22 C 0.40 -0.06 4.26  C20 1.528, H61 1.082, H62 1.084, H63 1.085
23 C 1.30 -0.20 1.90  C11 1.546, C20 1.547, H64 1.082, H65 1.084
24 H -1.62 -2.98 -0.34  C1 1.084
25 H -0.14 -3.95 -0.05  C1 1.083
26 H -1.74 -4.69 -0.20  C1 1.084
27 H -1.06 -5.08 -2.30  C2 1.091
28 H 0.03 -3.74 -2.43  C2 1.082
29 H -3.01 -3.71 -2.42  C3 1.083
30 H -2.01 -3.60 -3.88  C3 1.086
31 H -2.80 -1.49 -1.91  C4 1.086
32 H -2.52 -1.39 -3.63  C4 1.086
33 H 0.04 -1.72 -2.87  C5 1.081
34 H -0.62 -0.90 -1.43  C5 1.088
35 H -0.21 0.05 -4.21  C6 1.090
36 H -1.68 0.59 -3.44  C6 1.087
37 H 0.03 2.22 -3.19  C7 1.089
38 H -0.33 1.58 -1.60  C7 1.088
39 H 2.26 1.88 -2.65  C8 1.087
40 H 1.84 0.27 -3.19  C8 1.088
41 H 1.46 -0.48 -0.94  C9 1.083
42 H 3.09 0.09 -1.22  C9 1.082
43 H 0.92 1.84 -0.04  C10 1.087
44 H 2.61 2.27 -0.19  C10 1.089
45 H 3.65 0.56 2.89  C12 1.088
46 H 4.22 1.59 1.61  C12 1.088
47 H 5.01 -0.91 1.75  C13 1.085
48 H 3.48 -1.36 1.01  C13 1.082
49 H 4.64 -0.29 0.19  C13 1.082
50 H 2.19 3.12 1.80  C14 1.086
51 H 2.42 2.23 3.25  C14 1.085
52 H 0.49 4.56 1.96  C16 1.083
53 H -1.18 3.97 1.98  C16 1.083
54 H -0.06 3.51 0.69  C16 1.083
55 H -0.83 3.16 4.38  C17 1.084
56 H 0.76 2.48 4.75  C17 1.082
57 H 0.69 4.08 4.08  C17 1.084
58 H -0.64 -1.92 2.84  C21 1.084
59 H -1.94 -0.71 2.96  C21 1.085
60 H -1.14 -1.09 1.41  C21 1.076
61 H 0.58 -1.11 4.44  C22 1.082
62 H 1.27 0.51 4.56  C22 1.084
63 H -0.46 0.20 4.87  C22 1.085
64 H 0.95 -0.79 1.06  C23 1.082
65 H 1.92 -0.87 2.49  C23 1.084
66 C -5.21 -6.38 -3.77  O67 1.423, H68 1.088, H69 1.093, H70 1.093
67 O -4.87 -5.27 -2.95  C66 1.423, H71 0.963
68 H -4.44 -6.50 -4.52  C66 1.088
69 H -5.28 -7.30 -3.18  C66 1.093
70 H -6.17 -6.21 -4.28  C66 1.093
71 H -5.56 -5.16 -2.29  O67 0.963
72 C -4.78 0.99 0.16  O73 1.425, H74 1.086, H75 1.090, H76 1.095
73 O -3.98 0.15 0.99  C72 1.425, H77 0.966
74 H -5.80 0.64 0.23  C72 1.086
75 H -4.73 2.02 0.49  C72 1.090
76 H -4.45 0.92 -0.89  C72 1.095
77 H -3.06 0.46 0.92  O73 0.966
78 C 1.51 -4.56 -4.98  O79 1.430, H80 1.084, H81 1.094, H82 1.093
79 O 1.79 -3.33 -4.31  C78 1.430, H83 0.963
80 H 0.59 -4.44 -5.55  C78 1.084
81 H 2.32 -4.82 -5.67  C78 1.094
82 H 1.37 -5.37 -4.26  C78 1.093
83 H 2.60 -3.45 -3.81  O79 0.963
84 C -1.84 -6.91 -6.27  O85 1.423, H86 1.087, H87 1.093, H88 1.094
85 O -1.44 -5.79 -5.48  C84 1.423, H89 0.964
86 H -1.09 -7.05 -7.04  C84 1.087
87 H -1.90 -7.82 -5.67  C84 1.093
88 H -2.80 -6.73 -6.75  C84 1.094
89 H -2.11 -5.67 -4.79  O85 0.964
90 C 6.39 2.64 -0.67  O91 1.426, H92 1.089, H93 1.091, H94 1.092
91 O 7.18 1.80 0.18  C90 1.426, H95 0.963
92 H 5.35 2.33 -0.56  C90 1.089
93 H 6.50 3.68 -0.37  C90 1.091
94 H 6.70 2.52 -1.71  C90 1.092
95 H 8.10 2.08 0.07  O91 0.963
96 C 7.28 5.81 -2.81  O97 1.425, H98 1.087, H99 1.093, H100 1.093
97 O 8.10 4.99 -1.98  C96 1.425, H101 0.963
98 H 6.25 5.49 -2.69  C96 1.087
99 H 7.36 6.86 -2.53  C96 1.093
100 H 7.56 5.70 -3.86  C96 1.093
101 H 9.01 5.28 -2.09  O97 0.963
102 C -0.42 6.59 5.08  O103 1.426, H104 1.086, H105 1.093, H106 1.093
103 O 0.88 6.52 4.50  C102 1.426, H107 0.963
104 H -0.60 5.65 5.59  C102 1.086
105 H -0.48 7.41 5.79  C102 1.093
106 H -1.18 6.72 4.30  C102 1.093
107 H 1.04 7.35 4.04  O103 0.963
108 C -7.27 -0.71 2.81  O109 1.423, H110 1.088, H111 1.093, H112 1.094
109 O -6.14 -1.56 2.89  C108 1.423, H113 0.967
110 H -8.07 -1.13 3.41  C108 1.088
111 H -7.03 0.29 3.19  C108 1.093
112 H -7.61 -0.62 1.77  C108 1.094
113 H -5.44 -1.17 2.36  O109 0.967
114 C -7.07 4.14 1.06  O115 1.425, H116 1.087, H117 1.093, H118 1.093
115 O -7.13 2.73 1.20  C114 1.425, H119 0.963
116 H -6.25 4.51 1.68  C114 1.087
117 H -6.88 4.43 0.02  C114 1.093
118 H -8.00 4.61 1.40  C114 1.093
119 H -7.86 2.43 0.65  O115 0.963
120 C 4.61 -1.86 4.66  O121 1.424, H122 1.087, H123 1.093, H124 1.094
121 O 5.54 -2.85 5.08  C120 1.424, H125 0.963
122 H 4.08 -1.52 5.54  C120 1.087
123 H 5.14 -1.01 4.21  C120 1.093
124 H 3.90 -2.28 3.94  C120 1.094
125 H 6.02 -3.16 4.30  O121 0.963

Results
Calculated total energy   -2112.4774 a.u.
Net charge   0
HOMO-LUMO gap (spin up / spin down)   0.3246 / 0.3650 Eh
Spin multiplicity   2
LUMO (spin up / spin down)   0.0215 / 0.0167 Eh

These are the Löwdin partial charges, in e, on atoms 1 to 2: -0.088 -0.266

Here is a 12-piece molecular cluster, C31H83F3O14S overall from the OMol25 dataset. Energies are from wB97M-V/def2-TZVPD.

Each atom is followed by the atoms it is bonded to, with distances in Å.
Cartesian coordinates (Å):
1 O -4.38 1.28 -1.31  H2 0.960, H3 0.960, H4 0.960
2 H -5.05 1.40 -0.63  O1 0.960
3 H -3.57 0.94 -0.92  O1 0.960
4 H -4.26 2.13 -1.74  O1 0.960
5 C 0.41 0.01 -0.54  F6 1.343, F7 1.292, F8 1.317, S9 1.922
6 F 0.37 -0.69 -1.69  C5 1.343
7 F 1.35 -0.47 0.20  C5 1.292
8 F 0.72 1.27 -0.78  C5 1.317
9 S -1.23 -0.12 0.44  C5 1.922, O10 1.464, O11 1.470, O12 1.464
10 O -1.45 -1.55 0.67  S9 1.464
11 O -1.05 0.61 1.70  S9 1.470
12 O -2.30 0.50 -0.34  S9 1.464
13 C -4.88 -4.95 0.61  C14 1.505, H17 1.090, H18 1.090, H19 1.090
14 C -3.64 -4.23 0.14  C13 1.505, C15 1.512, O16 1.375, H20 1.090
15 C -3.82 -2.90 -0.56  C14 1.512, H21 1.090, H22 1.090, H23 1.090
16 O -2.87 -3.93 1.24  C14 1.375, H24 0.960
17 H -5.54 -4.37 1.25  C13 1.090
18 H -4.62 -5.91 1.05  C13 1.090
19 H -5.54 -5.28 -0.20  C13 1.090
20 H -3.07 -4.95 -0.45  C14 1.090
21 H -4.53 -3.08 -1.37  C15 1.090
22 H -2.93 -2.53 -1.06  C15 1.090
23 H -4.30 -2.19 0.11  C15 1.090
24 H -2.35 -3.14 1.07  O16 0.960
25 C -0.31 -5.55 -4.25  C26 1.539, H29 1.090, H30 1.090, H31 1.090
26 C 0.69 -4.84 -3.32  C25 1.539, C27 1.522, O28 1.417, H32 1.090
27 C 0.12 -3.60 -2.66  C26 1.522, H33 1.090, H34 1.090, H35 1.090
28 O 1.18 -5.82 -2.41  C26 1.417, H36 0.960
29 H 0.16 -6.32 -4.86  C25 1.090
30 H -0.71 -4.85 -4.98  C25 1.090
31 H -1.11 -6.00 -3.65  C25 1.090
32 H 1.46 -4.48 -4.00  C26 1.090
33 H -0.71 -3.81 -1.98  C27 1.090
34 H -0.13 -2.82 -3.38  C27 1.090
35 H 0.78 -3.10 -1.95  C27 1.090
36 H 1.90 -5.46 -1.88  O28 0.960
37 C 2.83 1.18 2.52  C38 1.545, H41 1.090, H42 1.090, H43 1.090
38 C 3.12 1.45 4.01  C37 1.545, C39 1.551, O40 1.396, H44 1.090
39 C 3.22 0.16 4.86  C38 1.551, H45 1.090, H46 1.090, H47 1.090
40 O 4.40 2.01 4.01  C38 1.396, H48 0.960
41 H 1.96 0.53 2.46  C37 1.090
42 H 3.57 0.55 2.01  C37 1.090
43 H 2.72 2.02 1.84  C37 1.090
44 H 2.45 2.15 4.52  C38 1.090
45 H 3.70 0.24 5.83  C39 1.090
46 H 3.88 -0.55 4.37  C39 1.090
47 H 2.19 -0.21 4.98  C39 1.090
48 H 4.42 2.68 3.33  O40 0.960
49 C -1.53 0.81 -4.13  C50 1.527, H53 1.090, H54 1.090, H55 1.090
50 C -0.76 2.07 -3.76  C49 1.527, C51 1.530, O52 1.419, H56 1.090
51 C 0.68 1.97 -4.27  C50 1.530, H57 1.090, H58 1.090, H59 1.090
52 O -1.41 3.14 -4.43  C50 1.419, H60 0.960
53 H -1.01 0.06 -3.54  C49 1.090
54 H -1.51 0.45 -5.16  C49 1.090
55 H -2.56 0.85 -3.77  C49 1.090
56 H -0.79 2.24 -2.68  C50 1.090
57 H 0.78 1.98 -5.36  C51 1.090
58 H 1.00 0.96 -4.04  C51 1.090
59 H 1.32 2.69 -3.76  C51 1.090
60 H -0.76 3.83 -4.59  O52 0.960
61 C -0.53 5.58 2.38  C62 1.500, H65 1.090, H66 1.090, H67 1.090
62 C -0.97 4.17 2.09  C61 1.500, C63 1.563, O64 1.424, H68 1.090
63 C -1.84 4.19 0.79  C62 1.563, H69 1.090, H70 1.090, H71 1.090
64 O 0.14 3.32 1.85  C62 1.424, H72 0.960
65 H -0.22 6.22 1.56  C61 1.090
66 H 0.31 5.61 3.07  C61 1.090
67 H -1.36 6.11 2.84  C61 1.090
68 H -1.50 3.73 2.93  C62 1.090
69 H -2.79 4.72 0.93  C63 1.090
70 H -1.99 3.21 0.35  C63 1.090
71 H -1.40 4.85 0.05  C63 1.090
72 H -0.16 2.40 1.81  O64 0.960
73 C -4.33 1.19 2.20  C74 1.501, H77 1.090, H78 1.090, H79 1.090
74 C -5.63 1.91 1.95  C73 1.501, C75 1.540, O76 1.403, H80 1.090
75 C -5.54 3.29 2.61  C74 1.540, H81 1.090, H82 1.090, H83 1.090
76 O -5.84 2.12 0.58  C74 1.403, H84 0.960
77 H -3.42 1.79 2.12  C73 1.090
78 H -4.26 0.36 1.49  C73 1.090
79 H -4.39 0.80 3.21  C73 1.090
80 H -6.41 1.29 2.39  C74 1.090
81 H -4.76 3.87 2.13  C75 1.090
82 H -5.29 3.29 3.67  C75 1.090
83 H -6.52 3.78 2.61  C75 1.090
84 H -6.65 2.63 0.54  O76 0.960
85 C 5.12 -3.82 0.45  C86 1.547, H89 1.090, H90 1.090, H91 1.090
86 C 3.64 -4.25 0.28  C85 1.547, C87 1.559, O88 1.375, H92 1.090
87 C 2.58 -3.11 0.32  C86 1.559, H93 1.090, H94 1.090, H95 1.090
88 O 3.42 -4.78 -0.97  C86 1.375, H96 0.960
89 H 5.47 -3.28 -0.42  C85 1.090
90 H 5.81 -4.62 0.71  C85 1.090
91 H 5.20 -3.08 1.25  C85 1.090
92 H 3.45 -4.99 1.05  C86 1.090
93 H 2.74 -2.36 1.10  C87 1.090
94 H 1.59 -3.49 0.58  C87 1.090
95 H 2.53 -2.50 -0.57  C87 1.090
96 H 3.66 -4.05 -1.55  O88 0.960
97 C 1.70 4.44 -1.55  C98 1.542, H101 1.090, H102 1.090, H103 1.090
98 C 2.43 5.25 -0.45  C97 1.542, C99 1.554, O100 1.440, H104 1.090
99 C 1.94 6.72 -0.39  C98 1.554, H105 1.090, H106 1.090, H107 1.090
100 O 2.39 4.64 0.85  C98 1.440, H108 0.960
101 H 0.62 4.28 -1.53  C97 1.090
102 H 2.14 3.45 -1.61  C97 1.090
103 H 1.82 4.96 -2.50  C97 1.090
104 H 3.47 5.24 -0.77  C98 1.090
105 H 0.89 6.74 -0.11  C99 1.090
106 H 1.92 7.19 -1.37  C99 1.090
107 H 2.46 7.35 0.34  C99 1.090
108 H 1.55 4.20 0.96  O100 0.960
109 C 4.13 -0.46 -2.07  C110 1.463, H113 1.090, H114 1.090, H115 1.090
110 C 3.63 -1.41 -3.06  C109 1.463, C111 1.564, O112 1.419, H116 1.090
111 C 4.04 -1.17 -4.55  C110 1.564, H117 1.090, H118 1.090, H119 1.090
112 O 4.14 -2.68 -2.70  C110 1.419, H120 0.960
113 H 4.01 0.57 -2.42  C109 1.090
114 H 5.16 -0.65 -1.79  C109 1.090
115 H 3.61 -0.61 -1.13  C109 1.090
116 H 2.55 -1.41 -2.96  C110 1.090
117 H 5.11 -0.98 -4.61  C111 1.090
118 H 3.63 -0.22 -4.89  C111 1.090
119 H 3.77 -1.90 -5.31  C111 1.090
120 H 5.06 -2.72 -3.00  O112 0.960
121 C -2.04 -1.83 4.08  C122 1.516, H125 1.090, H126 1.090, H127 1.090
122 C -0.54 -1.70 4.26  C121 1.516, C123 1.533, O124 1.396, H128 1.090
123 C 0.36 -2.31 3.18  C122 1.533, H129 1.090, H130 1.090, H131 1.090
124 O -0.29 -0.32 4.30  C122 1.396, H132 0.960
125 H -2.41 -1.31 3.19  C121 1.090
126 H -2.53 -1.42 4.96  C121 1.090
127 H -2.27 -2.89 4.12  C121 1.090
128 H -0.27 -2.16 5.21  C122 1.090
129 H 1.40 -2.34 3.51  C123 1.090
130 H 0.32 -1.73 2.26  C123 1.090
131 H 0.12 -3.34 2.92  C123 1.090
132 H -0.56 -0.02 3.43  O124 0.960

Results
Calculated total energy   -2981.6347 a.u.
Net charge   +1
HOMO-LUMO gap (spin up / spin down)   0.3170 / 0.0741 Eh
Spin multiplicity   2
LUMO (spin up / spin down)   -0.0822 / -0.3251 Eh

These are the Löwdin partial charges, in e, on atoms 1 to 2: 0.289 0.075